C23H19AgN4O9S as an isolated structure, computed with ωB97M-V/def2-TZVPD.

The geometry in ORCA input format:
```
! wB97M-V def2-TZVPD RIJCOSX def2/J DEFGRID3
* xyz -2 1
Ag -0.51063 0.79488 -1.18183
C 0.21737 -1.78516 -3.93495
N -0.53129 -1.75784 -2.70813
C -0.17525 -2.84677 -1.83168
C -1.95913 -1.63883 -2.92714
C -2.73789 -1.38485 -1.65213
C -3.83543 -2.19160 -1.35919
C -4.59600 -1.96584 -0.21799
C -4.23815 -0.92620 0.62840
C -3.13180 -0.13138 0.32977
C -2.34581 -0.32701 -0.81297
H -0.00051 -2.68172 -4.55351
H 1.28630 -1.77804 -3.71107
H -0.01388 -0.89998 -4.53166
H -0.42251 -3.83598 -2.27093
H -0.71036 -2.74554 -0.88661
H 0.89371 -2.79863 -1.62085
H -2.35944 -2.54124 -3.43790
H -2.10598 -0.79308 -3.60616
H -4.09487 -3.00790 -2.03251
H -5.45142 -2.59598 0.00778
H -4.81709 -0.73387 1.52876
H -2.87524 0.66386 1.02172
O 1.76237 -0.77923 -0.41291
C 1.48734 -0.66264 0.79519
O 0.72215 0.11346 1.38133
C 2.22360 -1.66782 1.71751
C 3.30505 -2.39403 1.24086
C 3.95372 -3.27683 2.08875
C 3.55464 -3.49101 3.39554
C 2.46556 -2.76132 3.83107
C 1.80032 -1.84954 3.02519
N 2.01823 -2.96455 5.21277
O 2.68630 -3.69580 5.92763
O 0.99913 -2.41575 5.57305
N 5.11194 -4.02963 1.59699
O 5.61549 -4.85679 2.33944
O 5.46169 -3.85709 0.44803
H 3.60826 -2.25459 0.21271
H 4.06458 -4.18605 4.04013
H 0.96476 -1.26302 3.38192
O -3.20014 4.19799 -1.58353
C -1.98002 4.19339 -1.50842
N -1.11539 3.42270 -2.21230
S 0.40126 3.83661 -1.97406
O 0.99924 4.54205 -3.08685
O 1.16967 2.71033 -1.46653
C 0.11267 5.00672 -0.66184
C 0.98646 5.72894 0.12663
C 0.43551 6.58463 1.07371
C -0.94666 6.70358 1.20719
C -1.80671 5.96804 0.40001
C -1.25500 5.11325 -0.53680
H 2.05807 5.62118 0.01644
H 1.08605 7.16094 1.72197
H -1.35116 7.37269 1.95838
H -2.88369 6.03790 0.49156
*
```

Results
Energy above the lowest of the compared OMol25 structures with the same formula, charge and spin: 21.4 kcal per mole
Strongest force on any atom: 0.014 Eh/bohr
LUMO energy: 3.33 eV
E_HOMO: -1.69 eV
Calculated total energy: -2329.09016 hartree